{"formula": "C12H14CaF3IO6", "method": "ωB97M-V with the def2-TZVPD basis set", "species": ["O", "C", "C", "C", "C", "O", "C", "C", "C", "O", "I", "C", "H", "H", "H", "H", "H", "O", "H", "H", "H", "C", "C", "O", "C", "O", "C", "F", "F", "F", "H", "H", "H", "H", "H", "H", "Ca"], "coordinates": [[1.3444, -0.6117, 3.8473], [1.0120, 0.2718, 3.0043], [1.9731, 1.5001, 2.7077], [1.4235, 2.6424, 2.0715], [-0.1251, 2.6656, 1.6335], [-0.6786, 3.7433, 1.2572], [-0.9113, 1.2882, 1.6421], [-2.3700, 1.1213, 0.9589], [-3.3866, 1.8790, 1.9830], [-3.1390, 1.7527, 3.2128], [-5.0682, 3.1006, 1.3728], [-0.3985, 0.1181, 2.2853], [3.0807, 1.4256, 3.0063], [2.0878, 3.5393, 1.8576], [-2.4215, 1.6377, -0.0700], [-2.6941, 0.0252, 0.8954], [-0.9769, -0.8716, 2.2735], [-0.1521, 3.1937, -1.3606], [0.4724, 3.8162, -1.7944], [-0.4728, 3.5497, -0.4811], [0.2417, 2.2942, -1.2591], [1.8353, -3.6916, -1.5976], [1.9494, -2.2027, -1.3377], [1.0859, -1.4085, -2.1482], [-0.3346, -1.2639, -1.7864], [-0.4452, -0.8666, -0.5556], [-1.2094, -2.5139, -2.1491], [-0.7956, -3.0711, -3.3201], [-2.4932, -2.1634, -2.3479], [-1.2091, -3.4964, -1.2337], [1.7244, -3.9029, -2.6647], [2.7205, -4.2115, -1.2228], [0.9768, -4.1151, -1.0791], [2.9660, -1.8959, -1.6258], [1.8626, -1.9737, -0.2720], [-0.6599, -0.5435, -2.5580], [3.2047, -0.7814, -3.1202]], "forces_ev_per_angstrom": [[-0.83, 3.35, -3.21], [0.16, -2.66, 2.08], [-1.84, 1.42, -1.40], [0.15, -2.22, 0.79], [-0.11, -0.26, 0.51], [1.67, -2.89, -0.24], [0.19, -2.49, 0.60], [0.18, 1.74, 0.55], [1.89, -1.12, 4.40], [-1.28, 0.64, -5.25], [0.85, -0.67, -0.04], [0.51, 3.62, -1.19], [-2.03, 0.10, -0.30], [-1.26, -1.06, 0.35], [0.00, -0.98, 1.53], [0.72, 1.64, 0.02], [1.20, 1.67, 0.26], [0.57, -0.25, -0.89], [-0.34, -0.12, 0.22], [-0.35, 0.22, 1.31], [-0.45, 0.32, 0.23], [0.30, -0.21, -0.04], [-1.47, -0.96, 0.58], [3.85, -0.14, -1.88], [-3.01, 1.22, 2.09], [0.35, -0.21, -0.92], [-0.18, -0.99, -0.36], [0.21, 0.16, 0.10], [0.80, 0.36, 0.32], [0.20, 0.52, -0.07], [-0.01, 0.00, 0.04], [-0.03, 0.05, 0.01], [-0.01, 0.17, -0.05], [0.81, -0.52, 1.05], [-0.10, 0.28, -0.12], [0.17, 0.18, -0.37], [-1.49, 0.10, -0.71]], "gap_ev": 3.778, "fmax_ha_per_bohr": 0.10590, "charge": 2}